Below is a single C6H8O2 molecule, with properties calculated with ωB97M-V/def2-TZVPD.

Values from the calculation:
HOMO level (eV): -8.4764
Net charge: 0
Maximum force (eV Å⁻¹): 3.42
E (eV): -10440.715
Kohn-Sham gap (eV): 9.365
Lowest unoccupied orbital energy (eV): 0.89
Relative energy (zero: lowest compared OMol25 entry of this formula, charge and spin) (kcal per mole): 138.6
SMILES string: C1O[C@@H]2[C@@H]3OC[C@@H]1[C@H]23

Each line ends with the Mulliken charge.
CARTESIAN COORDINATES (ANGSTROEM)
1 C 1.579 -0.965 -0.063  -0.38
2 C 0.806 1.255 -0.181  -0.29
3 C -0.895 1.249 -0.221  -0.24
4 C -1.453 -1.052 -0.007  -0.44
5 C 0.084 -0.768 0.086  0.02
6 C 0.001 0.668 0.785  -0.47
7 H 1.857 -1.717 -0.741  0.30
8 H 2.285 -0.941 0.855  0.20
9 H 1.097 2.245 -0.160  0.49
10 H -1.487 2.152 -0.018  0.37
11 H -1.809 -1.834 -0.681  0.29
12 H -1.957 -1.062 0.929  0.27
13 H 0.023 -0.561 -1.016  0.33
14 H -0.094 0.763 1.886  0.45
15 O 1.753 0.350 -0.717  -0.46
16 O -1.791 0.218 -0.736  -0.44